1.
C3H11B2O9Zr | the ωB97M-V functional and the def2-TZVPD basis

Each line ends with the natural charge from an NBO analysis.
Cartesian coordinates (Å):
1 Zr 6.93158 -5.93360 5.87085  2.27
2 B 3.90219 -5.80355 6.51362  -0.87
3 H 2.90372 -5.59573 6.86589  0.10
4 H 4.49638 -5.97648 7.39752  0.03
5 H 3.99359 -6.70025 5.92049  0.02
6 H 4.27299 -4.94721 5.97193  0.01
7 B 6.30985 -7.33467 3.14381  -0.90
8 H 6.16640 -7.69236 2.13598  0.11
9 H 6.05549 -8.11860 3.84022  0.04
10 H 7.33514 -7.00894 3.22703  0.02
11 H 5.69223 -6.45724 3.25743  0.03
12 O 9.91264 -1.91825 3.96066  -0.69
13 C 9.21778 -3.01968 4.30235  0.96
14 O 8.04146 -3.25276 4.14951  -0.64
15 O 9.65901 -4.01207 4.85574  -0.68
16 H 10.76304 -1.83765 4.39875  0.50
17 O 6.99705 -3.16258 10.72429  -0.70
18 C 6.98645 -3.64053 9.47092  0.95
19 O 7.52613 -4.71161 9.08906  -0.71
20 O 6.46456 -3.04669 8.48911  -0.73
21 H 6.50324 -2.34226 10.79379  0.50
22 O 9.06139 -10.56473 7.41671  -0.65
23 C 8.53198 -9.43394 7.06770  0.93
24 O 7.39121 -9.05120 7.21397  -0.65
25 O 9.11866 -8.54543 6.41937  -0.75
26 H 9.93381 -10.27947 7.13543  0.50

Summary:
- Charge: -1
- E_HOMO: -5.8005 eV
- Lowest unoccupied orbital energy: -0.07732 Ha

2.
CF2O3S2 | the ωB97M-V functional and the def2-TZVPD basis

Each line ends with the Löwdin spin population.
Cartesian coordinates (Å):
1 C 1.12042 -0.37761 -0.14871  0.66
2 O 2.15003 2.18413 -0.36564  0.46
3 O -3.19120 -0.23213 -0.30813  0.01
4 O -1.10894 -0.03916 1.12848  0.01
5 F 1.34679 -0.61032 1.07557  0.17
6 F 0.38337 -1.27309 -0.77978  0.13
7 S 1.29139 1.13551 -0.90328  0.55
8 S -1.99186 -0.78733 0.30148  0.01

Summary:
- ⟨S²⟩: 2.008
- E_HOMO (spin up / spin down): -7.3763 / -11.2447 eV
- Spin multiplicity: 3
- Lowest unoccupied orbital energy (spin up / spin down): -0.04555 / -0.09606 Ha

3.
C4H8NO4P | the ωB97M-V functional and the def2-TZVPD basis

Each line ends with the natural charge from an NBO analysis.
Cartesian coordinates (Å):
1 C -0.34685 -1.33077 0.79993  -0.30
2 C 0.44891 -1.41415 -0.56034  -0.08
3 C 1.13258 0.78633 -0.58548  0.08
4 C 1.93040 1.76418 0.21114  -0.68
5 N -0.86492 -0.07633 0.97383  -0.67
6 O -2.63656 -1.14888 -0.69722  -1.28
7 O -3.32620 0.65959 0.99057  -1.23
8 O -1.88416 1.28127 -1.05075  -1.25
9 O 1.51786 -0.52432 -0.54035  -0.54
10 P -2.30160 0.20311 -0.04773  2.40
11 H -1.12362 -2.10462 0.66522  0.23
12 H 0.34471 -1.63037 1.62375  0.12
13 H 0.85594 -2.42033 -0.74883  0.14
14 H -0.29809 -1.14585 -1.31064  0.23
15 H 0.15577 1.03639 -0.97122  0.25
16 H 1.28650 2.27747 0.92752  0.23
17 H 2.38071 2.53290 -0.43530  0.17
18 H 2.72862 1.25439 0.75590  0.19

Summary:
- Charge: -2
- E_HOMO (spin up / spin down): 0.6472 / 0.5981 eV
- Lowest unoccupied orbital energy (spin up / spin down): 0.22726 / 0.22703 Ha

4.
C27H44BrNP2STi | the ωB97M-V functional and the def2-TZVPD basis

Each line ends with the Löwdin spin population.
Cartesian coordinates (Å):
1 C 2.93429 -4.64187 0.80793  0.00
2 C 2.37471 -3.84048 -0.21615  0.00
3 C 1.96371 -4.59320 -1.34442  0.00
4 C 1.95512 -6.01157 -1.33098  0.00
5 N 2.38563 -6.75364 -0.29489  0.00
6 C 2.90088 -6.06416 0.73585  0.00
7 C 2.21238 -2.37995 -0.16211  0.01
8 C 2.90458 -1.46400 -0.66382  0.00
9 C 3.00651 -0.05128 -0.81041  0.01
10 C 1.78869 0.56426 -1.02267  0.02
11 C 1.70191 2.01527 -0.96965  0.02
12 C 2.88140 2.64467 -0.47726  -0.01
13 C 4.13047 2.05186 -0.26987  0.02
14 C 4.19463 0.69915 -0.63436  0.02
15 Ti 1.98839 3.03659 1.07301  0.87
16 P -0.57620 -0.33572 1.35061  0.18
17 H 1.63552 -4.11171 -2.25801  0.00
18 H 3.41448 -4.22363 1.68861  0.00
19 H 1.59840 -6.61914 -2.18108  0.00
20 H 3.31399 -6.71295 1.53434  0.00
21 H 5.10637 0.11532 -0.72231  0.00
22 H 0.94243 -0.02864 -1.37120  0.00
23 H 5.00381 2.69663 -0.01669  0.00
24 H 1.13356 2.57769 -1.76641  0.01
25 C -2.25396 -0.10962 2.10450  0.01
26 C -3.27779 -1.23866 2.11747  0.00
27 H -2.66545 0.73883 1.53193  0.00
28 H -2.05008 0.22248 3.13336  0.00
29 H -4.23102 -0.87645 2.52769  0.00
30 H -3.52270 -1.64008 1.12915  0.00
31 H -2.99781 -2.08504 2.75075  0.00
32 C -0.88718 -1.58886 0.03386  0.01
33 C -1.05072 -3.06064 0.39065  0.00
34 H -0.01699 -1.53973 -0.63806  0.00
35 H -1.78616 -1.23225 -0.50001  0.00
36 H -1.22943 -3.64397 -0.52542  0.00
37 H -0.13373 -3.48076 0.81538  0.00
38 H -1.88252 -3.27019 1.07196  0.00
39 C 0.36580 -1.30017 2.60676  0.04
40 C -0.39810 -2.26083 3.51277  0.01
41 H 0.85275 -0.54107 3.24355  0.00
42 H 1.15675 -1.82266 2.04434  0.00
43 H 0.28076 -2.69895 4.25639  0.00
44 H -1.19843 -1.77547 4.07719  0.00
45 H -0.85206 -3.10354 2.98412  0.00
46 Br 1.12404 5.19291 0.58947  -0.01
47 P -1.61850 1.69744 -1.52554  0.46
48 C -3.13278 0.68993 -1.63650  0.06
49 C -4.27443 1.38727 -2.34575  0.02
50 H -3.40087 0.45038 -0.59224  0.00
51 H -2.84977 -0.25126 -2.13678  0.00
52 H -5.14923 0.73303 -2.36203  0.01
53 H -4.55578 2.31528 -1.84186  0.00
54 H -4.02849 1.63302 -3.38109  0.00
55 C -2.07794 3.50572 -1.45995  0.06
56 C -1.99845 4.32401 -2.74807  0.02
57 H -1.37272 3.93485 -0.71909  0.01
58 H -3.08915 3.57535 -1.02942  0.00
59 H -2.21849 5.37954 -2.52883  0.00
60 H -1.00323 4.28661 -3.21486  0.00
61 H -2.72973 3.99472 -3.49957  0.00
62 C -0.66819 1.49090 -3.09815  0.06
63 C -1.45955 1.29414 -4.37213  0.02
64 H -0.05085 0.59344 -2.93930  0.00
65 H 0.01116 2.35009 -3.21620  0.00
66 H -0.75147 1.13390 -5.19805  0.00
67 H -2.12849 0.42659 -4.32608  0.00
68 H -2.03961 2.19224 -4.60536  0.00
69 C 0.37837 3.51395 3.28577  0.00
70 S 1.44541 1.95028 3.45821  0.01
71 C 3.25680 2.10248 3.12541  0.02
72 H -0.03547 3.50661 2.23034  0.00
73 H 0.91426 4.46364 3.47969  0.00
74 H -0.51394 3.43665 3.93517  0.00
75 H 3.55374 2.98038 2.47851  0.01
76 H 3.68249 2.29297 4.12095  0.00
77 H 3.66327 1.16110 2.72694  0.00

Summary:
- ⟨S²⟩: 2.015
- Charge: +2
- E_HOMO (spin up / spin down): -13.6302 / -13.6273 eV
- Spin multiplicity: 3
- Lowest unoccupied orbital energy (spin up / spin down): -0.25095 / -0.32083 Ha

5.
C6H13N2O4S2 | the ωB97M-V functional and the def2-TZVPD basis

Each line ends with the natural charge from an NBO analysis.
Cartesian coordinates (Å):
1 C -0.28403 -0.33313 -1.49534  0.20
2 C 0.99474 -0.42682 -0.84209  -0.38
3 C -0.02040 -1.04898 1.20550  0.10
4 C 2.06839 -2.30404 0.39952  -0.41
5 C -3.62426 -0.09365 1.04675  -0.80
6 C 1.22629 2.74889 -0.45414  -0.80
7 N -1.40722 -0.57257 -0.96897  -0.73
8 N 0.91603 -1.25887 0.29355  -0.25
9 O -3.11153 0.95830 -1.38395  -0.85
10 O -1.53240 1.47428 0.38873  -0.95
11 O 2.17788 0.79951 1.06618  -0.94
12 O 3.20396 1.01953 -1.17492  -0.89
13 S -2.49565 0.59548 -0.16910  2.26
14 S 2.04552 1.10890 -0.32649  2.10
15 H -0.20141 -0.48745 -2.62827  0.21
16 H 1.72604 -0.75492 -1.48361  0.27
17 H -0.67120 -0.19935 1.25008  0.24
18 H 0.04836 -1.72462 2.14629  0.24
19 H 2.94834 -2.02106 -0.14217  0.25
20 H 2.31942 -2.26684 1.48947  0.25
21 H 1.77905 -3.28435 -0.00115  0.25
22 H -4.40639 0.61975 0.93345  0.30
23 H -3.99443 -1.04541 0.65068  0.28
24 H -2.93065 -0.25752 1.76718  0.24
25 H 1.94429 3.27982 0.10993  0.28
26 H 1.06357 2.95491 -1.57135  0.27
27 H 0.21771 2.52021 -0.10576  0.28

Summary:
- Charge: +1
- E_HOMO: -12.9162 eV
- Structure (SMILES): C=[N+](C)[C@@H](/C=N/S(C)(=O)=O)S(C)(=O)=O
- Lowest unoccupied orbital energy: -0.19660 Ha

6.
C11H12N2O2 | the ωB97M-V functional and the def2-TZVPD basis

Each line ends with the natural charge from an NBO analysis.
Cartesian coordinates (Å):
1 C -2.18584 0.25130 0.45617  -0.16
2 C -3.57000 -0.04884 -0.27245  0.78
3 C -1.13007 0.45235 -0.57811  -0.46
4 C 0.25712 0.85319 -0.17570  -0.12
5 C 0.75451 2.07145 0.10948  0.01
6 C 1.40443 -0.03807 -0.16754  -0.13
7 C 2.49268 0.63610 0.15191  0.14
8 C 1.54093 -1.42664 -0.36760  -0.16
9 C 3.82414 0.16010 0.19238  -0.24
10 C 2.81669 -2.05650 -0.36925  -0.25
11 C 3.92309 -1.21597 -0.14684  -0.21
12 H -1.12392 -0.56789 1.93377  0.37
13 H -1.51783 -1.60949 0.76222  0.36
14 H -2.37981 1.00189 1.23386  0.22
15 H -1.61952 1.24734 -1.24838  0.26
16 H -1.10573 -0.37232 -1.28694  0.23
17 H 0.31060 3.05303 0.13018  0.21
18 H 2.64134 2.75819 0.70310  0.41
19 H 0.64644 -2.08997 -0.41243  0.20
20 H 4.77094 0.79894 0.13028  0.23
21 H 2.88704 -3.12997 -0.54088  0.23
22 H 4.98405 -1.52757 -0.28212  0.21
23 H -3.88060 -1.08006 1.35158  0.51
24 N -1.95009 -0.88295 1.35984  -0.84
25 N 2.09945 2.00172 0.32577  -0.54
26 O -3.90519 0.33064 -1.41664  -0.58
27 O -4.39788 -0.84868 0.50811  -0.69

Summary:
- E_HOMO: -8.1938 eV
- Structure (SMILES): N[C@@H](Cc1c[nH]c2ccccc12)C(=O)O
- Lowest unoccupied orbital energy: 0.02212 Ha

7.
H18O9 | the ωB97M-V functional and the def2-TZVPD basis

Each line ends with the natural charge from an NBO analysis.
Cartesian coordinates (Å):
1 H -0.14366 0.62725 -0.88810  0.45
2 H -0.21135 -0.67568 -0.32015  0.47
3 H 2.66082 0.67310 2.93682  0.46
4 H 2.37979 0.15632 4.26787  0.47
5 H 1.19348 -1.54570 1.91579  0.50
6 H 1.16634 -3.15317 1.70878  0.47
7 H -2.00756 -0.61748 -2.99074  0.47
8 H -1.52450 -2.17258 -2.90873  0.48
9 H -1.33713 0.49230 1.16614  0.47
10 H -1.29806 1.31019 2.39516  0.46
11 H -3.18218 -2.07727 2.68746  0.46
12 H -2.33744 -3.25230 2.57235  0.47
13 H -0.98567 3.36818 -1.79829  0.47
14 H -2.21750 3.31423 -0.91065  0.47
15 H 0.10919 1.89006 -5.88778  0.46
16 H -1.07918 1.03061 -5.55745  0.47
17 H 3.67826 0.90572 0.54946  0.47
18 H 4.66017 0.33018 1.54672  0.46
19 O 0.37445 0.10243 -0.38445  -0.91
20 O 2.30990 -0.08945 3.28386  -0.93
21 O 0.99411 -2.23801 1.32007  -0.97
22 O -2.02638 -1.52836 -3.45414  -0.95
23 O -1.09049 0.45211 2.11835  -0.93
24 O -3.05396 -2.74245 2.11329  -0.92
25 O -1.26742 3.47529 -0.87298  -0.94
26 O -0.30525 1.46783 -5.20612  -0.94
27 O 4.54122 0.49663 0.59744  -0.93

Summary:
- E_HOMO: -10.8859 eV
- Structure (SMILES): O.O.O.O.O.O.O.O.O
- Lowest unoccupied orbital energy: 0.00300 Ha

These records have molar mass values of 303.96; 162.14; 165.09; 604.44; 241.31; 204.23; 162.13 u, in the order they appear.
These records have E_tot values of -24336.6136; -34279.5670; -23244.8235; -152751.7396; -39260.0898; -18676.4181; -18718.1492 eV, in the order they appear.